No. 1
Computed, not measured: a 2-piece molecular cluster, C20H27ClF3N3O4 overall in a non-equilibrium geometry, with ωB97M-V/def2-TZVPD.

Summary:
E_LUMO (eV): 0.07
HOMO energy (Eh): -0.353
Gap between HOMO and LUMO (eV): 9.68
Structure (SMILES): CC[C@@H](C=O)NC(=O)c1cccc(C(F)(F)F)c1Cl.CNC(=O)[C@H](NC(C)=O)C(C)C

Atoms and positions in Å:
O 5.320 -0.931 0.947
O -7.015 0.218 -0.706
O 6.626 -0.399 -3.451
O -2.381 -1.043 0.630
F 0.770 2.425 2.170
F 1.869 1.799 4.006
F -0.240 1.280 3.748
Cl 3.633 1.502 1.612
C 4.276 -1.199 0.373
C -5.808 0.394 -0.731
C 5.925 -0.430 -2.444
C -2.640 0.033 0.105
C 0.900 -2.150 1.727
C 2.132 -2.219 1.077
C 0.516 -0.976 2.374
C 2.596 0.085 1.704
C 2.987 -1.106 1.059
C 1.358 0.154 2.380
N -1.915 0.385 -0.967
N 4.326 -1.607 -0.948
N -5.158 0.583 0.418
C -5.101 0.380 -2.067
C 0.938 1.434 3.086
C -1.919 1.602 -1.782
C 5.306 -4.261 -1.886
C -4.457 3.379 0.393
C -3.312 2.690 2.467
C 5.573 -1.744 -1.716
C 5.436 -2.947 -2.665
C -3.423 2.398 0.966
C -3.746 0.896 0.747
H 5.572 0.509 -2.027
H 0.234 -3.009 1.734
H 2.429 -3.147 0.595
H -0.457 -0.958 2.862
H -1.247 -0.323 -1.231
H 3.441 -1.806 -1.405
H -5.780 0.524 1.210
H -5.818 0.080 -2.830
H -4.293 -0.345 -2.052
H -4.743 1.376 -2.301
H -1.809 1.337 -2.835
H -1.080 2.240 -1.494
H -2.842 2.165 -1.664
H 5.266 -5.105 -2.582
H 4.395 -4.272 -1.281
H 6.167 -4.400 -1.224
H -4.109 4.403 0.530
H -5.415 3.262 0.900
H -4.596 3.202 -0.671
H -2.527 2.079 2.909
H -4.257 2.475 2.967
H -3.058 3.739 2.624
H 6.409 -1.955 -1.039
H 4.567 -2.814 -3.319
H 6.324 -3.012 -3.304
H -2.451 2.635 0.542
H -3.696 0.495 1.759

No. 2
Computed, not measured: a 2-piece molecular cluster, C5H14O2 overall in a non-equilibrium geometry, with ωB97M-V/def2-TZVPD.

Summary:
E_LUMO (eV): 0.72
Energy above the lowest of the compared OMol25 structures with the same formula, charge and spin (kJ/mol): 27.8
HOMO energy (Eh): -0.380
Gap between HOMO and LUMO (eV): 11.06
Structure (SMILES): CC(C)CCO.O

Atoms and positions in Å:
C 1.357 0.719 1.451
O 0.959 0.193 2.708
C 0.146 0.875 0.555
C -0.841 -0.316 0.534
C -1.866 -0.096 -0.584
C -0.120 -1.658 0.402
H 1.820 1.702 1.577
H 2.113 0.091 0.966
H 1.713 0.261 3.314
H -0.414 1.739 0.936
H 0.524 1.150 -0.426
H -1.345 -0.236 1.497
H -2.495 0.769 -0.384
H -2.520 -0.974 -0.605
H -1.371 -0.030 -1.541
H 0.865 -1.530 -0.032
H -0.018 -2.189 1.344
H -0.672 -2.373 -0.223
H 0.953 0.864 -4.268
H -0.269 0.429 -3.472
O 0.164 0.319 -4.326

No. 3
Computed, not measured: C20H41N2P3ScSe as an isolated structure in a non-equilibrium geometry, with ωB97M-V/def2-TZVPD.

Summary:
E_LUMO (spin up / spin down) (eV): -13.02 / -12.95
Net charge: +3
Energy above the lowest of the compared OMol25 structures with the same formula, charge and spin (kJ/mol): 71.9
HOMO energy (spin up / spin down) (Eh): -0.571 / -0.571
Gap between HOMO and LUMO (spin up / spin down) (eV): 2.52 / 2.58

Atoms and positions in Å:
Sc 0.184 0.187 -0.021
P -1.016 -1.456 1.760
P 1.847 -1.782 -0.620
P -2.039 1.606 -0.103
H 1.350 1.446 -9.449
C 1.015 2.480 -9.280
C 1.890 3.477 -9.106
H 2.976 3.302 -9.125
C -2.118 -2.801 1.175
C 0.183 -2.383 2.791
C -2.071 -0.672 3.034
C 2.698 -1.235 -2.152
C 3.217 -2.136 0.528
C 1.198 -3.440 -1.064
C -1.813 2.733 -1.536
C -2.343 2.726 1.301
C -3.668 0.832 -0.421
H -0.070 2.664 -9.292
H 1.559 4.516 -8.955
H -2.422 -3.424 2.029
H -1.596 -3.420 0.433
H -3.010 -2.362 0.707
H -0.357 -2.873 3.613
H 0.934 -1.698 3.206
H 0.690 -3.143 2.181
H -2.409 -1.440 3.742
H -2.946 -0.209 2.560
H -1.506 0.097 3.577
H 3.640 -1.784 -2.279
H 2.907 -0.160 -2.067
H 2.055 -1.391 -3.028
H 3.591 -3.154 0.385
H 2.860 -2.020 1.558
H 4.026 -1.419 0.349
H 2.031 -4.124 -1.270
H 0.556 -3.351 -1.952
H 0.597 -3.843 -0.238
H -2.551 3.544 -1.502
H -1.911 2.174 -2.476
H -0.801 3.156 -1.494
H -3.235 3.334 1.120
H -1.473 3.380 1.431
H -2.479 2.137 2.216
H -4.469 1.569 -0.281
H -3.826 -0.006 0.270
H -3.691 0.443 -1.448
C -0.928 -0.371 -3.706
C 0.127 0.517 -3.977
C 0.334 1.029 -5.247
C -0.509 0.667 -6.306
C -1.567 -0.222 -6.057
C -1.774 -0.739 -4.782
Se -1.238 -1.104 -1.999
H 0.912 1.296 -1.290
H 0.786 0.815 -3.162
H 1.163 1.721 -5.424
H -0.342 1.073 -7.304
H -2.232 -0.507 -6.873
H -2.590 -1.434 -4.590
N 1.972 1.982 3.503
C 2.539 2.701 2.455
C 2.010 2.182 1.323
N 1.134 1.155 1.653
C 1.133 1.067 3.000
H 2.164 2.135 4.491
H 3.243 3.487 2.596
H 2.206 2.490 0.303
H 0.566 0.389 3.622

No. 4
Computed, not measured: C13H15CaClN5O6 as an isolated structure in a non-equilibrium geometry, with ωB97M-V/def2-TZVPD.

Summary:
E_LUMO (eV): -4.52
Net charge: +1
Energy above the lowest of the compared OMol25 structures with the same formula, charge and spin (kJ/mol): 157.2
HOMO energy (Eh): -0.442
Gap between HOMO and LUMO (eV): 7.51

Atoms and positions in Å:
Ca -0.101 -0.919 -0.515
C -0.623 -1.676 3.986
O -1.340 -2.523 3.063
C -1.369 -2.144 1.802
O -0.891 -1.085 1.387
N -2.040 -3.023 1.029
N -1.966 -2.904 -0.368
H -0.926 -2.004 4.974
H -0.886 -0.634 3.828
H 0.447 -1.813 3.850
H -2.290 -3.906 1.449
H -2.867 -3.134 -0.765
H -1.286 -3.572 -0.724
C 4.737 2.576 -0.751
C 3.702 3.506 -0.808
C 2.392 3.081 -0.783
C 2.096 1.710 -0.697
C 3.141 0.784 -0.632
C 4.452 1.222 -0.664
N 0.778 1.214 -0.679
N -0.116 2.083 -0.814
C -1.460 1.712 -0.840
C -2.376 2.754 -0.721
C -3.728 2.461 -0.751
C -4.120 1.143 -0.921
C -3.141 0.172 -1.054
N -1.837 0.437 -1.014
H 5.765 2.912 -0.770
H 3.921 4.563 -0.873
H 1.581 3.791 -0.825
H 2.924 -0.271 -0.554
H 5.262 0.507 -0.623
H -2.016 3.766 -0.607
H -4.463 3.248 -0.658
H -5.166 0.877 -0.960
H -3.412 -0.863 -1.210
O 1.600 -1.957 0.180
Cl 1.476 -2.840 -0.968
O 2.736 -3.221 -1.439
O 0.749 -2.081 -1.978
O 0.663 -3.947 -0.580

No. 5
Computed, not measured: a 8-piece molecular cluster, C22H58N16O14S overall in a non-equilibrium geometry, with ωB97M-V/def2-TZVPD.

Summary:
E_LUMO (eV): -0.36
HOMO energy (Eh): -0.321
Gap between HOMO and LUMO (eV): 8.39
Structure (SMILES): CCCCN[C@]1(COCCC)OS(=O)(=O)O[C@@]1(CCN)CCC(=O)O.NC(N)=O.NC(N)=O.NC(N)=O.NC(N)=O.NC(N)=O.NC(N)=O.NC(N)=O

Atoms and positions in Å:
C 5.295 -1.268 3.147
C 5.743 -1.123 1.570
C 4.844 0.084 0.914
C 3.219 -0.292 0.797
N 2.602 0.561 -0.249
C 1.966 1.827 0.182
C 2.255 2.816 -1.119
O 2.926 4.095 -0.731
C 4.364 4.029 -1.148
C 5.226 5.212 -0.341
C 6.226 4.492 0.763
O 2.778 2.531 1.231
S 2.060 2.325 2.801
O 1.822 3.798 3.207
O 3.224 1.632 3.564
O 0.769 1.365 2.230
C 0.430 1.842 0.846
C -0.387 0.552 0.261
C -1.996 0.754 0.051
N -2.767 0.100 1.211
C -0.101 3.362 0.631
C -1.392 3.869 1.449
C -1.795 3.144 2.836
O -3.052 2.624 2.923
O -0.985 3.027 4.070
H 5.800 -2.215 3.644
H 5.530 -0.315 3.802
H 4.131 -1.456 3.170
H 5.654 -2.112 0.946
H 6.878 -0.777 1.573
H 4.951 1.023 1.624
H 5.291 0.427 -0.135
H 3.211 -1.418 0.396
H 2.707 -0.324 1.845
H 2.180 0.074 -1.056
H 3.059 2.252 -1.799
H 1.318 2.973 -1.808
H 4.488 4.148 -2.320
H 4.860 3.007 -0.791
H 5.830 5.851 -1.130
H 4.443 5.855 0.264
H 7.240 4.105 0.300
H 6.496 5.284 1.604
H 5.659 3.614 1.330
H 0.031 0.121 -0.760
H -0.264 -0.342 1.042
H -2.347 1.841 -0.191
H -2.296 0.100 -0.902
H -2.957 -0.909 0.998
H -2.230 0.220 2.104
H 0.774 4.152 0.822
H -0.373 3.471 -0.528
H -2.334 3.825 0.720
H -1.247 5.031 1.682
H -1.182 2.087 4.396
C -3.459 -0.242 -3.798
O -2.533 0.539 -3.645
N -3.728 -1.231 -2.928
N -4.294 -0.182 -4.852
H -4.487 -1.884 -3.037
H -3.124 -1.312 -2.121
H -4.127 0.549 -5.531
H -5.062 -0.815 -4.995
C 2.422 0.441 7.221
O 2.148 -0.582 6.614
N 2.495 0.493 8.564
N 2.675 1.608 6.603
H 2.719 1.326 9.081
H 2.311 -0.365 9.068
H 2.631 1.613 5.592
H 2.903 2.461 7.086
C 7.137 0.459 6.404
O 8.078 -0.044 5.811
N 7.216 1.655 7.013
N 5.935 -0.139 6.500
H 6.452 2.086 7.505
H 8.103 2.139 6.964
H 5.833 -1.042 6.055
H 5.148 0.259 6.984
C -5.253 -1.746 -8.001
O -5.940 -1.061 -7.259
N -3.986 -1.426 -8.320
N -5.702 -2.881 -8.566
H -3.405 -1.978 -8.929
H -3.609 -0.579 -7.916
H -6.652 -3.158 -8.351
H -5.152 -3.458 -9.179
C -1.884 -3.697 1.672
O -1.488 -3.233 0.614
N -1.259 -4.709 2.301
N -2.980 -3.239 2.303
H -1.570 -5.105 3.173
H -0.429 -5.084 1.860
H -3.480 -2.478 1.862
H -3.322 -3.608 3.174
C -5.184 -6.824 -8.424
O -4.788 -6.359 -9.481
N -4.559 -7.835 -7.794
N -6.280 -6.365 -7.793
H -4.870 -8.231 -6.923
H -3.729 -8.210 -8.236
H -6.780 -5.604 -8.233
H -6.622 -6.735 -6.922
C -7.806 -0.863 -3.052
O -7.631 -1.386 -4.142
N -8.960 -0.974 -2.370
N -6.860 -0.131 -2.437
H -9.123 -0.551 -1.472
H -9.698 -1.517 -2.798
H -5.976 -0.023 -2.916
H -6.986 0.307 -1.540

No. 6
Computed, not measured: C5H11NO as an isolated structure in a non-equilibrium geometry, with ωB97M-V/def2-TZVPD.

Summary:
E_LUMO (eV): 0.69
Energy above the lowest of the compared OMol25 structures with the same formula, charge and spin (kJ/mol): 394.3
HOMO energy (Eh): -0.290
Gap between HOMO and LUMO (eV): 8.59

Atoms and positions in Å:
C 0.051 -0.502 -0.561
C 0.733 -0.604 -1.916
C -0.006 -1.859 0.135
C 0.161 0.705 0.145
N -1.029 1.620 2.122
C -1.058 1.034 0.826
O 1.215 1.588 0.121
H 2.018 1.109 -0.124
H -1.406 -0.185 0.290
H -1.431 2.549 2.157
H -0.094 1.658 2.507
H -1.837 1.460 0.197
H 1.747 -1.019 -1.838
H 0.810 0.366 -2.411
H 0.167 -1.278 -2.566
H -0.626 -2.559 -0.432
H 0.999 -2.296 0.203
H -0.413 -1.787 1.145

No. 7
Computed, not measured: a 2-piece molecular cluster, C22H31B2F4I2N3O12P overall in a non-equilibrium geometry, with ωB97M-V/def2-TZVPD.

Summary:
E_LUMO (eV): -4.27
Net charge: +1
Energy above the lowest of the compared OMol25 structures with the same formula, charge and spin (kJ/mol): 968.7
HOMO energy (Eh): -0.401
Gap between HOMO and LUMO (eV): 6.65

Atoms and positions in Å:
C -3.123 -0.787 4.419
C -2.079 -1.760 3.614
B -1.176 -0.777 2.583
O -0.743 0.443 3.312
C -0.823 -1.199 1.045
N -2.145 -0.883 0.301
C -2.929 0.002 0.972
O -3.527 1.219 1.135
O -0.868 -2.656 1.010
C 0.313 -3.430 0.864
I 0.338 -4.312 2.938
C 1.699 -2.864 0.288
B 2.952 -3.753 1.006
O 4.342 -3.312 1.185
O 2.889 -5.239 1.255
C 2.200 -3.409 -1.216
I 0.692 -4.032 -2.724
C 3.533 -2.659 -1.832
C 3.401 -1.858 -3.229
N 1.770 -1.384 0.581
C 2.297 -1.028 1.987
O 3.678 -0.636 2.094
C 4.095 0.649 1.624
C 4.459 1.923 2.644
O 4.325 0.930 0.314
C 0.498 -0.526 0.303
C 0.168 -0.810 -1.308
P -0.772 0.108 -2.553
O -2.353 0.313 -2.416
O -0.215 1.714 -3.075
O -0.649 -0.820 -4.076
C 0.670 1.057 0.301
F -0.629 1.750 -0.090
F 1.626 1.355 -0.844
C 1.098 2.117 1.390
F 1.963 3.198 0.756
F -0.020 2.979 1.962
H -3.313 0.247 3.865
H -2.744 -0.522 5.519
H -4.133 -1.392 4.559
H -2.570 -2.661 3.049
H -1.302 -2.155 4.427
H -0.226 0.198 4.158
H 0.029 -4.403 0.224
H 4.899 -3.675 0.407
H 2.095 -5.589 0.726
H 2.600 -4.549 -1.162
H 4.417 -3.446 -2.026
H 4.053 -1.903 -1.065
H 3.052 -0.744 -2.981
H 4.514 -1.706 -3.641
H 2.815 -2.356 -4.098
H 2.485 -0.881 -0.026
H 2.112 -1.884 2.804
H 1.664 -0.216 2.536
H 4.593 2.923 2.017
H 5.442 1.751 3.254
H 3.572 2.078 3.428
H -0.362 -1.849 -1.307
H 1.249 -0.956 -1.793
H -0.633 1.832 -3.990
H 0.307 -1.117 -4.190
H 1.702 1.851 2.336
C -2.909 3.830 -1.466
C -3.496 2.878 -2.302
C -4.678 3.178 -2.981
C -5.264 4.441 -2.819
C -4.681 5.395 -1.975
C -3.500 5.083 -1.298
N -6.493 4.772 -3.551
O -6.988 3.894 -4.273
O -6.962 5.910 -3.407
H -1.984 3.593 -0.943
H -3.030 1.903 -2.426
H -5.123 2.426 -3.629
H -5.128 6.378 -1.836
H -3.038 5.818 -0.643

No. 8
Computed, not measured: C10H17BrClINO as an isolated structure in a non-equilibrium geometry, with ωB97M-V/def2-TZVPD.

Summary:
E_LUMO (eV): 2.80
Net charge: -1
Energy above the lowest of the compared OMol25 structures with the same formula, charge and spin (kJ/mol): 34.0
HOMO energy (Eh): -0.148
Gap between HOMO and LUMO (eV): 6.81

Atoms and positions in Å:
C 2.347 -2.851 0.318
C 2.140 -1.534 -0.422
Br 3.111 -1.489 -2.130
C 2.428 -0.265 0.421
C 1.204 0.622 0.331
C 0.783 1.109 -1.058
C -0.545 1.794 -0.606
C -1.565 0.652 -0.635
C -2.987 0.950 -0.126
C -3.517 -0.338 0.491
I -2.487 -0.825 2.295
C -0.143 2.354 0.781
O -0.836 3.056 1.503
N 1.186 1.875 1.108
H 1.563 -3.540 0.016
H 3.310 -3.277 0.046
H 2.244 -2.729 1.390
H 1.093 -1.510 -0.708
H 3.300 0.207 -0.031
H 2.653 -0.542 1.444
H 0.437 0.037 0.838
H 0.597 0.341 -1.795
H 1.418 1.934 -1.379
H -0.908 2.610 -1.228
H -1.216 -0.236 -0.122
H -1.666 0.373 -1.683
H -3.637 1.196 -0.966
H -2.942 1.739 0.621
H -3.370 -1.167 -0.190
H -4.588 -0.277 0.666
H 1.872 2.508 0.705
Cl -1.280 -2.778 0.109

No. 9
Computed, not measured: a 2-piece molecular cluster, C2H4NO overall in a non-equilibrium geometry, with ωB97M-V/def2-TZVPD.

Summary:
E_LUMO (spin up / spin down) (eV): -5.84 / -10.12
Spin multiplicity: 3
Net charge: +1
Energy above the lowest of the compared OMol25 structures with the same formula, charge and spin (kJ/mol): 124.7
HOMO energy (spin up / spin down) (Eh): -0.489 / -0.693
Gap between HOMO and LUMO (spin up / spin down) (eV): 7.45 / 8.75

Atoms and positions in Å:
C 1.269 0.436 0.031
C 0.382 -0.503 -0.213
N -2.190 -0.296 0.458
O -2.587 0.681 0.074
H 1.075 1.207 0.650
H 2.273 0.414 -0.350
H 0.378 -1.270 -1.021
H -0.601 -0.668 0.372

No. 10
Computed, not measured: an isolated ion of composition CH3N2O2 and charge +1 in a non-equilibrium geometry, with ωB97M-V/def2-TZVPD.

Summary:
E_LUMO (eV): -7.32
Net charge: +1
Energy above the lowest of the compared OMol25 structures with the same formula, charge and spin (kJ/mol): 173.1
HOMO energy (Eh): -0.641
Gap between HOMO and LUMO (eV): 10.13
Structure (SMILES): N[N+](=O)C=O

Atoms and positions in Å:
C -1.077 -0.083 -0.874
N 0.637 -0.059 1.072
N 0.403 0.042 -0.215
O -2.002 -0.655 -0.456
O 1.271 0.585 -0.824
H -0.931 0.584 -1.843
H 0.073 -0.549 1.767
H 1.625 0.134 1.372

No. 11
Computed, not measured: one molecule with the formula C10H16NO2P in a non-equilibrium geometry, with ωB97M-V/def2-TZVPD.

Summary:
E_LUMO (eV): -0.37
Energy above the lowest of the compared OMol25 structures with the same formula, charge and spin (kJ/mol): 314.3
HOMO energy (Eh): -0.215
Gap between HOMO and LUMO (eV): 5.48
Structure (SMILES): CCOP(Nc1ccccc1)OCC

Atoms and positions in Å:
O 2.806 0.298 0.775
O 0.270 -0.380 1.835
C -3.581 -0.251 -2.168
C -3.021 -0.996 -1.149
C -2.831 0.798 -2.721
C -1.708 -0.757 -0.734
C -1.530 1.050 -2.321
C -0.955 0.285 -1.321
N 0.389 0.518 -0.974
P 1.171 0.158 0.574
C 4.962 -0.252 -0.131
C -1.572 -0.096 3.353
C 3.499 -0.616 -0.085
C -0.702 0.588 2.268
H -4.611 -0.402 -2.480
H -3.516 -1.862 -0.699
H -3.331 1.476 -3.408
H -1.253 -1.350 0.055
H -0.961 1.838 -2.762
H 0.887 1.157 -1.601
H 5.147 0.649 -0.723
H 5.329 -0.153 0.887
H 5.524 -1.094 -0.562
H -0.943 -0.415 4.176
H -2.366 0.595 3.689
H -2.059 -0.955 2.864
H 3.168 -0.576 -1.117
H 3.346 -1.631 0.326
H -1.305 0.942 1.441
H -0.254 1.433 2.714

No. 12
Computed, not measured: C2H8N4 as an isolated structure in a non-equilibrium geometry, with ωB97M-V/def2-TZVPD.

Summary:
E_LUMO (eV): -9.34
Net charge: +2
Energy above the lowest of the compared OMol25 structures with the same formula, charge and spin (kJ/mol): 181.8
HOMO energy (Eh): -0.732
Gap between HOMO and LUMO (eV): 10.56

Atoms and positions in Å:
C -1.459 -0.014 -0.455
C 1.354 -0.122 0.017
N 1.821 1.022 -0.371
N 1.754 -1.279 0.272
N -2.725 0.085 -0.066
N -0.491 -0.005 0.444
H -1.232 -0.354 -1.412
H 2.722 1.365 -0.716
H 1.425 1.928 -0.180
H 2.744 -1.331 0.242
H 1.255 -2.135 0.415
H -3.632 0.229 -0.479
H -2.819 0.404 0.891
H -0.719 0.208 1.400

What energy values result from the calculations? In sequence: -2003.3626, -349.3652, -5081.4092, -2367.0059, -3200.6100, -326.9812, -3309.2353, -3853.2117, -208.0773, -299.4827, -937.0841, -299.3153 hartree.